49
Properties=species:S:1:pos:R:3:mulliken_charge:R:1 method="wB97M-V/def2-TZVPD" lumo_energy_ev=-4.2 e_tot_ha=-1081.2036 relative_energy_kj_mol=32.0 charge=+1 e_homo_ev=-10.70
C 0.90 0.32 -3.70 -0.73
O 0.66 0.83 -2.36 -0.41
C -0.26 0.11 -1.58 0.51
C -1.67 0.42 -2.03 0.02
C -2.53 -0.64 -2.31 -0.28
C -3.83 -0.36 -2.74 -0.76
C -4.24 0.97 -2.88 -0.47
C -3.36 2.02 -2.61 -0.74
C -2.06 1.75 -2.17 -0.46
H 1.43 1.11 -4.26 0.31
H 1.54 -0.57 -3.65 0.26
H -0.03 0.07 -4.21 0.30
H -0.09 -0.95 -1.75 0.54
H -2.15 -1.65 -2.17 0.42
H -4.51 -1.18 -2.96 0.42
H -5.26 1.18 -3.22 0.40
H -3.67 3.06 -2.74 0.40
H -1.34 2.54 -1.95 0.36
C 0.18 1.63 4.94 -1.27
C -0.30 0.63 4.01 0.40
C -1.00 -0.52 4.18 -0.70
C -1.08 -1.13 2.90 -0.91
C -0.40 -0.34 1.98 0.37
B 0.29 -0.71 0.53 1.02
O -0.14 0.48 -0.24 -0.58
C 1.25 1.73 0.05 -0.21
C 2.38 0.83 0.26 -0.37
N 1.90 -0.61 0.52 0.27
C 2.52 -1.17 1.74 -1.05
C 2.19 -1.55 -0.62 -0.36
C 1.13 -2.64 -0.46 -0.63
O -0.05 -2.03 0.11 -0.48
O 0.04 0.76 2.68 -0.30
H -0.13 1.31 5.94 0.36
H 1.28 1.72 4.95 0.28
H -0.25 2.62 4.75 0.28
H -1.39 -0.91 5.12 0.45
H -1.57 -2.07 2.66 0.58
H 1.16 2.23 -0.90 0.38
H 0.77 2.17 0.92 0.29
H 3.02 0.80 -0.63 0.28
H 2.97 1.14 1.13 0.47
H 3.56 -1.43 1.51 0.36
H 2.51 -0.41 2.53 0.36
H 1.98 -2.06 2.07 0.36
H 2.10 -1.01 -1.57 0.03
H 3.21 -1.94 -0.54 0.51
H 0.84 -3.08 -1.43 0.36
H 1.51 -3.43 0.21 0.36

***

128
Properties=species:S:1:pos:R:3:mulliken_charge:R:1 method="wB97M-V/def2-TZVPD" lumo_energy_ev=-2.0 e_tot_ha=-3236.0517 e_homo_ev=-8.00
C 3.49 -4.61 -0.29 -0.93
P 3.02 -2.73 -0.51 0.19
C 3.77 -2.08 -2.14 -0.57
C 1.13 -2.48 -0.40 0.42
C 0.28 -3.72 -0.18 -0.42
C -1.37 -3.56 -0.02 0.17
O -2.01 -4.50 0.71 -0.62
C -2.11 -2.26 -0.73 0.31
C -3.69 -2.44 -1.14 -0.63
C -3.73 -2.63 -2.80 -0.28
F -3.39 -1.34 -3.43 -0.27
C -1.27 -1.03 -0.98 -0.30
C 0.32 -1.06 -0.48 0.13
O 0.89 0.10 -0.12 -0.56
H 3.00 -5.21 -1.19 0.31
H 2.93 -4.94 0.70 0.20
H 4.66 -4.74 -0.24 0.35
H 3.47 -2.72 -3.11 0.30
H 3.60 -0.91 -2.32 0.29
H 4.95 -2.21 -2.05 -0.01
H 0.71 -4.80 -0.07 0.23
H -4.38 -1.55 -0.82 0.27
H -4.16 -3.43 -0.70 0.35
H -4.79 -2.99 -3.18 0.27
H -2.86 -3.39 -3.06 0.27
H -1.78 -0.10 -1.49 0.32
C 1.06 3.26 0.25 -0.17
C 0.08 4.36 -0.10 0.34
N -0.74 5.28 -0.39 -0.50
H 1.39 3.37 1.29 0.10
H 0.57 2.28 0.14 0.02
H 1.93 3.31 -0.41 0.26
C -2.66 0.48 -5.98 -0.49
C -1.59 0.57 -7.06 0.34
N -0.70 0.65 -7.95 -0.44
H -3.17 1.44 -5.87 0.21
H -3.40 -0.28 -6.25 0.29
H -2.21 0.21 -5.02 0.12
C -7.25 -1.22 2.00 -0.88
C -6.78 -1.96 0.76 0.57
N -6.39 -2.57 -0.27 -0.56
H -6.40 -0.72 2.48 0.26
H -8.00 -0.47 1.73 0.36
H -7.70 -1.92 2.71 0.26
C 8.53 -0.94 -2.83 -0.72
C 7.89 -2.22 -2.31 0.41
N 7.36 -3.27 -1.87 -0.46
H 8.68 -1.02 -3.91 0.26
H 7.88 -0.09 -2.63 0.26
H 9.49 -0.78 -2.35 0.28
C 1.26 -3.19 3.40 -0.06
C 2.53 -3.91 2.99 0.32
N 3.59 -4.50 2.65 -0.60
H 0.76 -2.79 2.51 0.11
H 0.58 -3.89 3.90 0.35
H 1.49 -2.37 4.08 -0.04
C 1.02 3.59 -8.04 -0.29
C 2.12 4.61 -8.28 0.21
N 3.04 5.45 -8.48 -0.52
H 0.64 3.22 -9.00 0.30
H 1.41 2.74 -7.47 0.27
H 0.20 4.05 -7.48 0.04
C -0.64 -0.27 6.29 -0.78
C -0.80 -1.64 5.65 0.55
N -0.93 -2.78 5.12 -0.60
H 0.29 0.19 5.96 0.24
H -1.48 0.37 6.00 0.31
H -0.63 -0.37 7.38 0.27
C 1.26 -1.30 -9.83 -0.53
C 2.53 -2.01 -10.23 0.25
N 3.59 -2.60 -10.57 -0.42
H 0.76 -0.90 -10.71 0.28
H 0.58 -1.99 -9.32 0.25
H 1.49 -0.47 -9.15 0.16
C -2.66 5.14 -4.99 -0.57
C -2.19 4.40 -6.23 0.39
N -1.80 3.79 -7.26 -0.61
H -1.81 5.64 -4.51 0.29
H -3.41 5.89 -5.26 0.17
H -3.11 4.44 -4.28 0.33
C 1.21 6.55 2.94 -0.74
C 1.76 5.37 3.72 0.42
N 2.22 4.39 4.37 -0.52
H 1.51 7.49 3.42 0.31
H 1.60 6.53 1.92 0.24
H 0.12 6.50 2.91 0.27
C 4.63 1.56 4.20 -0.50
C 3.99 0.28 4.73 0.37
N 3.46 -0.77 5.17 -0.48
H 4.78 1.48 3.12 0.25
H 3.98 2.41 4.41 0.11
H 5.59 1.72 4.68 0.28
C 5.05 5.28 -11.20 -0.53
C 4.92 4.82 -12.64 0.29
N 4.80 4.43 -13.83 -0.42
H 4.06 5.44 -10.76 0.14
H 5.58 4.53 -10.61 0.25
H 5.61 6.22 -11.16 0.26
C -4.47 -3.49 3.98 -0.68
C -5.70 -2.80 4.55 0.37
N -6.72 -2.22 5.03 -0.53
H -3.80 -2.75 3.53 0.18
H -3.93 -4.01 4.78 0.34
H -4.77 -4.21 3.22 0.32
C -3.27 8.77 -2.76 -0.77
C -3.63 8.22 -4.14 0.48
N -3.93 7.77 -5.27 -0.56
H -2.22 8.58 -2.55 0.27
H -3.46 9.84 -2.73 0.31
H -3.88 8.28 -2.00 0.27
C 2.13 -3.59 8.07 -0.81
C 0.90 -2.90 8.64 0.47
N -0.12 -2.33 9.12 -0.57
H 2.80 -2.85 7.62 0.34
H 2.67 -4.12 8.87 0.33
H 1.83 -4.32 7.31 0.24
C -2.04 -4.88 10.95 -0.65
C -0.77 -5.60 10.54 0.23
N 0.29 -6.19 10.20 -0.50
H -2.54 -4.48 10.06 0.20
H -2.72 -5.58 11.46 0.41
H -1.81 -4.06 11.63 0.27
C -4.04 -1.38 10.17 -0.61
C -3.92 -2.32 11.36 0.44
N -3.81 -3.09 12.35 -0.51
H -3.33 -1.68 9.39 0.15
H -5.05 -1.43 9.76 0.30
H -3.83 -0.36 10.48 0.28

***

Copy entry 1 word for word.
49
Properties=species:S:1:pos:R:3:mulliken_charge:R:1 method="wB97M-V/def2-TZVPD" lumo_energy_ev=-4.2 e_tot_ha=-1081.2036 relative_energy_kj_mol=32.0 charge=+1 e_homo_ev=-10.70
C 0.90 0.32 -3.70 -0.73
O 0.66 0.83 -2.36 -0.41
C -0.26 0.11 -1.58 0.51
C -1.67 0.42 -2.03 0.02
C -2.53 -0.64 -2.31 -0.28
C -3.83 -0.36 -2.74 -0.76
C -4.24 0.97 -2.88 -0.47
C -3.36 2.02 -2.61 -0.74
C -2.06 1.75 -2.17 -0.46
H 1.43 1.11 -4.26 0.31
H 1.54 -0.57 -3.65 0.26
H -0.03 0.07 -4.21 0.30
H -0.09 -0.95 -1.75 0.54
H -2.15 -1.65 -2.17 0.42
H -4.51 -1.18 -2.96 0.42
H -5.26 1.18 -3.22 0.40
H -3.67 3.06 -2.74 0.40
H -1.34 2.54 -1.95 0.36
C 0.18 1.63 4.94 -1.27
C -0.30 0.63 4.01 0.40
C -1.00 -0.52 4.18 -0.70
C -1.08 -1.13 2.90 -0.91
C -0.40 -0.34 1.98 0.37
B 0.29 -0.71 0.53 1.02
O -0.14 0.48 -0.24 -0.58
C 1.25 1.73 0.05 -0.21
C 2.38 0.83 0.26 -0.37
N 1.90 -0.61 0.52 0.27
C 2.52 -1.17 1.74 -1.05
C 2.19 -1.55 -0.62 -0.36
C 1.13 -2.64 -0.46 -0.63
O -0.05 -2.03 0.11 -0.48
O 0.04 0.76 2.68 -0.30
H -0.13 1.31 5.94 0.36
H 1.28 1.72 4.95 0.28
H -0.25 2.62 4.75 0.28
H -1.39 -0.91 5.12 0.45
H -1.57 -2.07 2.66 0.58
H 1.16 2.23 -0.90 0.38
H 0.77 2.17 0.92 0.29
H 3.02 0.80 -0.63 0.28
H 2.97 1.14 1.13 0.47
H 3.56 -1.43 1.51 0.36
H 2.51 -0.41 2.53 0.36
H 1.98 -2.06 2.07 0.36
H 2.10 -1.01 -1.57 0.03
H 3.21 -1.94 -0.54 0.51
H 0.84 -3.08 -1.43 0.36
H 1.51 -3.43 0.21 0.36